Formula: C32H49AlBeBrCl8F13InNNaO5PS
Source: the OMol25 dataset
Level of theory: ωB97M-V/def2-TZVPD

Calculated values
charge	+2
energy	-10581.55686	Eh
orbital gap	2.0	eV

Last column: Mulliken charge in e.
Atoms and positions in Å:
In: 2.3308 0.6429 -0.6200  1.2765
Br: 0.9368 0.3687 6.0953  -0.3397
Cl: 1.3100 5.5194 5.3389  -0.1760
Cl: 1.3295 1.1250 2.8189  -0.1685
Cl: -2.7928 -2.7959 -4.8155  -0.6120
Cl: 9.3382 -0.2437 4.2798  -0.1068
Cl: 10.1712 -2.1990 2.3056  -0.1055
Cl: -5.6661 -1.0539 3.4490  -0.1564
Cl: 7.9873 -0.3769 1.7178  -0.0454
Cl: -6.0549 -3.8352 4.2820  -0.1566
S: 4.7119 0.6897 -5.2732  0.5240
P: 1.0510 -0.3163 1.3944  -0.2247
Al: -3.8594 0.6865 -2.2383  0.7688
Na: 3.5393 -2.7269 3.5447  0.9636
F: -2.3592 -0.6412 -2.8732  -0.3102
F: -1.2797 -6.1366 0.6580  -0.2627
F: -1.6738 -0.4253 -0.8002  -0.0773
F: -1.4870 -2.7223 0.6526  -0.1019
F: 0.3802 -2.2596 -1.2452  -0.2764
F: -0.3800 -2.6348 -3.2528  -0.2667
F: -2.3861 -6.3288 -1.1599  -0.2572
F: -3.6054 -2.3477 0.8178  -0.1959
F: -4.1571 -4.8126 -0.2969  -0.2795
F: -2.8524 -3.4069 -2.2617  -0.2105
F: -3.0617 -4.7172 1.5431  -0.3034
F: -4.0156 -1.7894 -1.4583  -0.2163
F: -0.8908 -4.7749 -0.9973  -0.1262
O: 1.8607 -1.7449 1.8875  -0.5038
O: 4.7246 0.0110 1.1805  -0.3447
O: -9.5394 0.5281 -5.3145  -0.6070
O: -9.5040 -0.8461 -6.9711  -0.5961
O: 3.4983 -0.0206 -4.6745  -0.3572
N: -9.1167 -0.4530 -5.8934  1.0288
C: -0.3504 -1.7440 -2.2729  1.2858
C: 4.5403 0.5045 -0.1498  -1.2089
C: -0.7029 5.1369 2.4925  -0.7422
C: 5.0447 1.1166 2.0425  -0.3940
C: -1.7688 -1.3354 -1.7798  -0.2202
C: -6.6203 -1.5541 -3.3510  -0.3604
C: -1.9464 0.0192 4.0303  -0.6707
C: 1.5451 2.6986 -0.8662  -1.3114
C: 5.1843 0.7240 3.5058  -0.3507
C: -7.6114 -0.8182 -3.9862  -0.6003
C: 2.0767 3.6221 0.2461  0.4779
C: -2.7953 -2.4269 -1.3880  0.7788
C: -1.9153 2.5781 4.0058  -0.6744
C: -2.9669 -4.4992 0.2140  0.5426
C: 1.8607 -0.4800 -2.5179  -0.7495
C: -7.5204 -2.3318 -5.8631  -0.3232
C: -0.9878 4.9780 3.9762  -0.5406
C: 4.0473 -0.1862 3.9921  -0.0078
C: -6.0085 -2.7139 2.9237  0.6487
C: 5.2401 -0.2821 -6.6713  -0.9443
C: -6.5280 -3.0591 -5.2261  -0.6102
C: -1.8342 -5.4515 -0.3307  0.6243
C: -8.0490 -1.2230 -5.2304  0.0252
C: 0.3658 -0.4881 -2.8155  -1.4967
C: 1.0423 4.6902 0.6689  -1.5992
C: -0.8387 3.6009 4.5217  -0.6023
C: -2.6745 -2.9808 0.0782  0.4746
C: 0.3529 4.1923 1.9426  0.5790
C: 5.8228 0.1455 -4.0721  -0.5037
C: 9.5348 -0.5801 2.5642  -0.0396
C: -1.7111 1.3217 4.8157  0.6027
C: -6.0788 -2.6757 -3.9707  -0.6130
Be: 3.8281 -1.0496 -3.4880  -0.1852
H: -2.7005 -0.6191 4.4783  0.3978
H: 1.8323 3.1118 -1.8330  0.5474
H: -7.8735 -2.6289 -6.8393  0.4709
H: -2.8989 2.9773 4.2445  0.3157
H: 6.8820 0.2983 -4.2802  0.4786
H: 5.5839 0.6050 -3.1061  0.1167
H: 5.0230 1.4723 -0.2840  0.4867
H: -0.6072 1.3280 5.1430  -1.0183
H: 4.5188 -0.1298 -7.4726  0.3781
H: -5.2313 -3.0297 2.2439  -0.6931
H: 0.3210 4.8812 -0.1249  0.3179
H: 5.4884 -0.9116 -4.1148  0.3421
H: 6.1328 0.2228 3.6624  -0.0896
H: 4.4088 -0.9173 4.7274  0.6185
H: -0.1682 3.2752 1.6657  -0.1302
H: 1.1267 3.9876 2.6780  0.2320
H: -2.2960 1.3647 5.7297  0.6240
H: 2.3224 3.0615 1.1468  -0.6834
H: 0.4538 2.6696 -0.8601  0.4346
H: 1.5469 5.6299 0.8942  0.5505
H: 3.2696 0.3915 4.4714  -0.1196
H: 0.1579 3.1949 4.3799  0.2850
H: 5.1297 1.6357 4.0937  0.3711
H: -0.2646 5.7829 4.5962  0.0688
H: -8.0363 0.0550 -3.5127  0.4604
H: 4.2996 1.9058 1.9036  0.0722
H: 3.6160 -0.7293 3.1504  -0.5447
H: -0.9773 3.6621 5.6013  0.7261
H: 2.9804 4.1094 -0.1159  0.6069
H: 2.2271 -2.1431 1.0874  0.3111
H: -5.3085 -3.2532 -3.4822  0.4589
H: -6.2804 -1.2432 -2.3700  0.8033
H: 4.9982 -0.2348 -0.8113  0.1900
H: 2.3060 0.1065 -3.3075  0.8835
H: -6.1029 -3.9277 -5.7075  0.4159
H: -1.6623 4.9486 1.9965  0.3843
H: -2.0031 5.3029 4.2199  0.4097
H: -0.4608 6.1834 2.3000  0.3673
H: -0.9953 -0.4932 3.9102  0.0059
H: -6.9722 -2.7239 2.4286  0.3390
H: -2.2984 0.2807 3.0319  0.1660
H: -0.0928 0.4414 -2.4853  0.4639
H: 0.2103 -0.5323 -3.8929  0.4315
H: 2.3316 -1.5286 -2.5374  0.2761
H: 6.2237 0.0621 -6.9929  0.4250
H: 5.2717 -1.3393 -6.3987  0.3540
H: 10.2378 0.1328 2.1546  0.3015
H: -1.7866 2.3808 2.9453  0.2480
H: 6.0063 1.5125 1.7078  0.6732